Record 1
Density functional theory data (ωB97M-V/def2-TZVPD) for a cluster of 2 separate species, C32H36N3OS in total in a non-equilibrium geometry.

Geometry as XYZ:
```
73
Properties=species:S:1:pos:R:3:forces:R:3:mulliken_charge:R:1
C 1.68803 -4.05917 -1.59764 -0.434 0.592 0.016 -0.865
O 0.41524 -3.38951 -1.67367 0.888 -1.213 -1.176 -0.580
C -0.17823 -2.73320 -0.65001 -0.384 1.187 0.719 0.348
C 0.04200 -3.08264 0.73646 -0.357 -0.096 0.218 0.861
C -0.08248 -2.06059 1.70339 0.036 -0.350 0.112 0.019
C 0.03192 -2.35805 3.05819 -0.109 -0.364 -0.051 -1.377
C 0.18193 -3.69243 3.46384 -0.048 0.232 0.216 -0.714
C 0.26977 -4.71111 2.51063 0.274 -0.072 -0.153 -0.958
C 0.27506 -4.41360 1.15324 -0.128 0.329 0.119 -0.275
C -1.23239 -1.91708 -1.10514 0.834 -1.609 -0.107 -0.212
N -2.53280 -2.01962 -0.67354 0.060 0.611 1.140 0.017
C -2.90619 -2.62692 0.60047 -0.334 -0.019 0.030 -0.821
C -3.46777 -1.53411 -1.56368 0.183 0.160 -1.049 0.199
C -4.92697 -1.60351 -1.24744 -0.465 0.083 -0.169 -1.802
C -2.90745 -1.14939 -2.74495 -1.160 -0.048 0.605 1.077
C -3.61904 -0.80223 -4.00331 0.037 0.166 -0.323 -1.459
S -1.18840 -1.25344 -2.72132 -0.009 -0.395 0.405 -0.273
H 1.60508 -4.93578 -2.24726 0.004 0.150 0.193 0.325
H 2.43643 -3.37962 -2.01144 0.005 -0.301 0.049 0.293
H 1.95936 -4.35696 -0.57642 0.014 0.173 -0.398 0.333
H -0.27704 -1.04699 1.34452 0.169 -0.240 0.227 1.131
H -0.00797 -1.55504 3.79842 -0.097 -0.277 -0.168 0.419
H 0.21909 -3.93908 4.52799 0.002 0.093 -0.372 0.417
H 0.33909 -5.75768 2.81877 0.077 0.386 0.004 0.446
H 0.38535 -5.19672 0.39789 -0.241 0.190 0.418 0.512
H -3.99673 -2.61429 0.69499 0.377 -0.076 -0.124 0.473
H -2.56906 -3.67051 0.66531 0.080 0.353 -0.086 0.287
H -2.49966 -2.06058 1.44536 0.016 -0.180 -0.157 0.244
H -5.47255 -0.96707 -1.95079 0.078 -0.127 0.175 0.353
H -5.34970 -2.62004 -1.35104 0.323 0.328 0.088 0.297
H -5.16168 -1.24571 -0.23537 0.125 -0.028 -0.314 0.451
H -4.63272 -0.44690 -3.80091 0.183 0.008 -0.096 0.381
H -3.06851 -0.02306 -4.54155 -0.241 -0.048 -0.018 0.359
H -3.69069 -1.67522 -4.66788 0.011 0.192 0.132 0.273
C 7.14071 -5.29854 1.50467 0.193 -0.132 -0.130 -0.874
N 6.53798 -4.13520 2.12368 -0.287 0.321 -0.168 0.086
C 7.01975 -3.83404 3.45377 -0.194 -0.022 0.344 -1.154
C 5.47046 -3.46520 1.59075 0.370 -0.069 -0.074 1.342
C 4.56568 -2.75136 2.41948 -0.101 0.052 -0.041 -1.071
C 3.47609 -2.10121 1.87003 0.459 0.202 -0.105 -0.343
C 3.32610 -1.95974 0.47018 -0.242 -0.767 0.011 0.594
C 2.32320 -1.13031 -0.14281 1.268 0.714 0.048 -0.366
C 2.00472 0.13729 0.34372 -0.472 0.271 0.167 1.091
C 1.37795 1.20757 -0.43409 -0.166 0.303 0.498 0.048
C 1.12445 1.36588 -1.78534 -0.272 0.434 -0.415 -0.063
C 0.63994 2.60388 -2.24385 0.127 -0.404 0.228 -1.021
C 0.45249 3.67922 -1.35994 0.056 -0.149 0.518 -0.637
C 0.75083 3.54855 0.00681 -0.265 -0.130 -0.531 -0.848
C 1.18772 2.30435 0.43393 0.447 -0.175 -0.416 -0.005
N 1.70705 1.95459 1.68499 0.555 -1.316 0.064 0.129
C 1.75243 2.83090 2.84457 0.132 0.045 0.275 -0.998
C 2.22840 0.70034 1.63052 -0.469 0.792 -0.501 -0.548
C 4.25952 -2.65436 -0.35207 -0.261 -0.216 0.118 -1.240
C 5.26829 -3.42645 0.18279 -0.263 0.229 -0.083 -1.063
H 6.79575 -5.42183 0.47409 0.159 -0.054 0.349 0.263
H 8.23413 -5.18786 1.51414 -0.253 -0.072 -0.143 0.318
H 6.89372 -6.21382 2.07054 0.003 0.271 -0.174 0.317
H 6.89948 -2.76623 3.67280 0.115 -0.259 -0.066 0.386
H 6.48740 -4.41024 4.22694 0.142 0.088 -0.078 0.351
H 8.08488 -4.08917 3.50514 -0.253 0.097 0.013 0.341
H 4.72355 -2.74057 3.50016 -0.283 -0.201 -0.389 0.470
H 2.71228 -1.69655 2.52835 0.165 -0.151 -0.085 0.650
H 2.01295 -1.35455 -1.16681 0.293 0.162 0.221 0.415
H 1.34478 0.54501 -2.46667 -0.219 0.279 -0.001 0.518
H 0.41095 2.73678 -3.30345 0.136 -0.047 0.359 0.424
H 0.08461 4.63482 -1.73459 0.131 -0.290 0.078 0.406
H 0.65553 4.36392 0.71788 -0.043 0.034 -0.341 0.302
H 1.09807 3.68539 2.65838 0.117 -0.230 0.185 0.332
H 1.41128 2.28282 3.73082 -0.005 0.208 -0.228 0.353
H 2.77168 3.19603 3.03367 -0.268 -0.090 -0.180 0.341
H 2.75803 0.27842 2.47552 -0.242 0.213 -0.091 0.663
H 4.17249 -2.55891 -1.43977 0.141 -0.053 0.477 0.605
H 5.95035 -3.95902 -0.48043 -0.222 0.324 0.183 0.309
```
Positions in Å, forces in eV/Å.

Output
Total charge: +1
LUMO in eV: -4.2
M in g/mol: 510.73
HOMO-LUMO gap in eV: 3.877
HOMO energy in eV: -8.07

=====

Record 2
Density functional theory data (ωB97M-V/def2-TZVPD) for the molecule C3H7NS in a non-equilibrium geometry.

Geometry as XYZ:
```
12
Properties=species:S:1:pos:R:3:forces:R:3:mulliken_charge:R:1
C 1.08816 -0.05182 -0.12849 -1.504 2.040 0.000 -0.650
C 0.02482 -1.13691 -0.17115 -0.293 0.037 -0.482 -0.431
C -0.00358 1.20398 -0.10795 1.501 -2.171 -0.583 -0.497
N -2.33419 -0.06335 0.65385 -0.515 -0.007 0.618 -0.655
S -1.38355 0.02537 -0.57132 1.304 -0.032 0.551 0.204
H 1.71671 -0.06026 0.75583 0.082 -0.033 -0.028 0.266
H 1.69419 0.00448 -1.02568 0.097 -0.052 -0.028 0.260
H 0.15707 -1.91539 -0.92079 -0.017 -0.050 0.043 0.318
H -0.18554 -1.57945 0.79879 -0.209 0.062 0.029 0.317
H -0.14427 1.61344 0.88128 -0.295 -0.016 0.194 0.340
H 0.18252 1.96944 -0.85067 -0.047 0.196 -0.042 0.308
H -3.30233 -0.02978 0.36635 -0.103 0.026 -0.272 0.220
```
Positions in Å, forces in eV/Å.

Output
Total charge: 0
LUMO in eV: 0.9
M in g/mol: 89.16
HOMO-LUMO gap in eV: 9.450
Relative energy (zero: lowest compared OMol25 entry of this formula, charge and spin) in kJ/mol: 202.9
HOMO energy in eV: -8.59

=====

Record 3
Density functional theory data (ωB97M-V/def2-TZVPD) for a structure of composition C40H42IrN7OS in a non-equilibrium geometry.

Geometry as XYZ:
```
92
Properties=species:S:1:pos:R:3:forces:R:3:lowdin_spin:R:1
Ir -0.18565 0.22939 -1.12059 -0.146 -0.209 0.334 2.413
C 4.38685 -0.89651 4.09781 0.071 -0.113 0.048 0.017
C 3.15585 -0.57991 3.32641 -0.282 0.092 -0.162 0.090
C 1.87505 -0.89151 3.78911 0.134 0.037 0.005 -0.013
C 0.76405 -0.58231 3.04451 -0.053 0.076 -0.177 0.082
C 0.84065 0.05849 1.78381 0.593 -0.197 0.563 0.027
N -0.28845 0.36519 1.09001 0.049 -0.062 -1.291 0.453
C -1.45275 0.68239 1.72451 -0.560 0.212 0.506 0.028
C -1.42615 1.36179 2.96821 -0.009 -0.075 -0.187 0.081
C -2.56455 1.72249 3.64631 -0.112 -0.029 -0.074 -0.013
C -3.82975 1.42609 3.13251 0.383 -0.131 -0.118 0.088
C -5.08195 1.82089 3.83431 -0.123 0.102 0.043 0.017
C -3.88175 0.79069 1.89551 0.229 0.033 0.007 -0.004
C -2.74495 0.42999 1.18331 0.145 0.482 0.545 0.074
N -2.97965 -0.18721 -0.06269 -0.406 -0.691 0.012 0.012
C -4.01095 -1.01271 -0.34829 0.118 -0.028 -0.369 0.024
C -4.04975 -1.18031 -1.71339 0.087 0.267 0.073 0.010
C -2.99495 -0.40511 -2.19839 -0.455 -0.130 0.171 0.039
N -2.35505 0.18179 -1.19239 0.759 0.302 -0.299 0.053
C 2.15225 0.29619 1.28721 -0.206 -0.461 0.469 0.076
C 3.25835 -0.01011 2.06291 -0.206 0.111 -0.005 -0.004
N 2.43165 0.85099 0.02181 0.495 0.752 0.097 0.015
C 3.39285 1.76519 -0.23839 -0.228 -0.078 -0.338 0.029
C 3.53385 1.84499 -1.60369 -0.081 -0.168 -0.065 0.011
C 2.61685 0.92399 -2.11569 0.431 0.267 0.251 0.044
N 1.95735 0.33109 -1.12349 -0.771 -0.376 -0.281 0.055
H 4.22565 -0.77831 5.16431 0.031 0.040 0.129 0.003
H 5.21035 -0.26341 3.77971 0.101 0.019 0.078 0.001
H 4.67545 -1.93321 3.92531 0.062 -0.106 0.006 0.007
H 1.75625 -1.38531 4.74261 -0.015 -0.047 0.077 -0.002
H -0.21435 -0.86001 3.40291 -0.096 -0.032 0.083 0.002
H -0.46325 1.62999 3.37271 0.093 0.044 0.039 0.002
H -2.47535 2.25679 4.58081 -0.008 0.027 0.090 -0.002
H -4.93925 1.85729 4.91101 -0.010 -0.017 0.058 0.002
H -5.89045 1.13129 3.60421 -0.071 -0.008 0.040 0.002
H -5.39285 2.81609 3.51041 -0.035 0.025 0.009 0.007
H -4.84945 0.59799 1.45881 -0.097 -0.008 -0.084 -0.002
H -4.63485 -1.43471 0.41151 -0.108 -0.009 0.259 0.001
H -4.74775 -1.75771 -2.28079 -0.192 -0.157 -0.115 0.000
H -2.70705 -0.22471 -3.21539 0.209 0.001 -0.158 0.005
H 4.24075 0.18829 1.65861 0.064 -0.002 -0.052 -0.002
H 3.88705 2.30489 0.54231 0.126 0.024 0.255 0.001
H 4.20405 2.47399 -2.15309 0.127 0.097 -0.081 0.000
H 2.42705 0.66319 -3.13719 -0.189 -0.054 -0.191 0.005
N -0.19675 2.42749 -1.52129 -0.015 0.333 0.036 0.092
C -0.23415 3.57139 -1.31479 0.090 -1.186 -0.234 0.024
N -0.26685 4.83279 -1.10859 -0.003 0.701 0.019 0.009
C 0.74565 5.52109 -0.31689 0.366 0.236 0.595 0.001
C 0.07995 6.31239 0.80871 0.096 0.108 -0.226 0.000
C -0.98265 7.25239 0.24601 -0.132 -0.240 0.143 0.000
C -2.00315 6.46229 -0.56899 0.178 0.107 -0.165 0.000
C -1.30765 5.68009 -1.68199 -0.650 0.344 -0.097 0.001
H 1.29625 6.20359 -0.97489 -0.029 -0.116 0.004 0.000
H 1.44375 4.78369 0.08401 -0.029 0.029 -0.114 0.000
H 0.84495 6.88289 1.33431 0.049 -0.046 0.063 0.000
H -0.37835 5.62219 1.51931 0.018 -0.065 0.056 0.000
H -0.51055 8.00299 -0.38739 0.046 0.124 -0.051 0.000
H -1.48325 7.77539 1.06091 0.033 0.059 -0.039 0.000
H -2.73015 7.13709 -1.01859 -0.079 -0.028 -0.022 0.000
H -2.54015 5.77019 0.08251 -0.064 -0.049 -0.007 0.000
H -0.84105 6.37359 -2.39099 -0.011 -0.114 0.017 0.000
H -2.01755 5.05229 -2.22139 0.108 0.019 -0.029 0.000
O -0.25045 -2.07621 -0.85359 0.506 0.639 -0.318 0.096
S -1.03625 -3.14561 -0.15589 -0.629 -1.118 0.124 0.015
C -1.95875 -4.02781 -1.51449 0.194 0.349 0.381 0.002
C -1.09915 -4.18691 -2.71379 0.164 -0.056 -0.153 0.001
C -0.76685 -3.06851 -3.47509 -0.067 -0.057 -0.040 0.004
C 0.04585 -3.19221 -4.58439 0.048 -0.030 -0.071 0.000
C 0.52485 -4.43961 -4.95589 0.026 0.002 0.048 0.000
C 0.20465 -5.55661 -4.20039 0.075 0.033 -0.126 0.000
C -0.59215 -5.43031 -3.07789 -0.212 0.162 0.005 0.000
C 0.16805 -4.51451 0.26991 -0.332 0.279 0.003 0.007
C 1.56645 -4.18331 -0.10199 0.273 0.158 -0.100 0.001
C 2.27475 -3.25491 0.65471 0.006 -0.138 -0.127 0.001
C 3.59445 -2.97941 0.35481 0.105 0.052 0.010 0.000
C 4.22295 -3.63131 -0.69399 0.062 0.061 -0.072 0.000
C 3.51775 -4.54241 -1.46209 0.091 0.079 -0.011 0.000
C 2.19025 -4.80641 -1.17769 -0.059 0.029 0.209 0.000
H -2.82905 -3.40351 -1.71729 0.073 -0.033 0.113 0.000
H -2.28855 -4.97311 -1.08899 -0.046 -0.053 0.074 0.001
H -1.14935 -2.09721 -3.19789 -0.041 0.006 0.008 0.006
H 0.29815 -2.31821 -5.16749 0.005 0.035 -0.070 0.000
H 1.13915 -4.53841 -5.83629 0.088 -0.038 -0.098 0.000
H 0.57325 -6.52701 -4.48919 0.049 -0.150 -0.056 0.000
H -0.84755 -6.30461 -2.49759 -0.056 -0.143 0.068 0.000
H -0.17205 -5.42071 -0.22149 -0.109 -0.034 -0.036 0.001
H 0.06515 -4.62931 1.34791 -0.064 -0.020 0.019 0.000
H 1.79185 -2.76841 1.48911 -0.058 0.092 0.175 0.001
H 4.14775 -2.26831 0.94961 0.056 0.025 0.069 0.000
H 5.26175 -3.42561 -0.90829 0.060 -0.020 -0.029 0.000
H 4.00635 -5.05411 -2.27579 0.041 -0.058 -0.112 0.000
H 1.64715 -5.51731 -1.77829 -0.066 -0.089 -0.039 0.000
```
Positions in Å, forces in eV/Å.

Output
Multiplicity: 5
Total charge: +2
LUMO (spin up / spin down) in eV: -4.6 / -7.2
M in g/mol: 861.11
HOMO-LUMO gap (spin up / spin down) in eV: 7.976 / 5.999
Relative energy (zero: lowest compared OMol25 entry of this formula, charge and spin) in kJ/mol: 12.6
HOMO energy (spin up / spin down) in eV: -12.55 / -13.24